Molecular formula: C3H3FN2O2
Method: DFT, the ωB97M-V functional and the def2-TZVPD basis

```
11
C3H3FN2O2 the ωB97M-V functional and the def2-TZVPD basis
O -2.74 0.28 -0.08
N -1.67 -0.64 -0.11
C -0.47 -0.15 0.06
C 0.64 -1.00 0.13
C 1.68 -0.18 -0.02
F 2.99 -0.26 -0.13
N 1.25 1.15 -0.18
O -0.15 1.17 0.10
H -3.59 -0.26 -0.28
H 0.50 -2.04 0.11
H 1.56 1.93 0.39
```

Results
DFT total energy: -475.8212 a.u.
energy above the lowest of the compared OMol25 structures with the same formula, charge and spin: 493.6 kJ/mol
Kohn-Sham gap: 8.88 eV
SMILES: O/N=c1/cc(F)[nH]o1
E_LUMO: 0.0280 Ha

Molecular formula: C3H3FN2O2
Method: DFT, the ωB97M-V functional and the def2-TZVPD basis

```
11
C3H3FN2O2 the ωB97M-V functional and the def2-TZVPD basis
C 1.36 -0.83 -0.02
N 0.09 -0.18 0.12
N -1.15 -0.84 0.04
C -1.93 0.20 -0.12
F -3.15 0.19 0.15
O -1.39 1.45 -0.12
C 0.03 1.14 0.00
O 0.88 2.01 0.12
H 2.26 -0.11 -0.37
H 1.97 -1.25 0.95
H 1.03 -1.77 -0.74
```

Results
DFT total energy: -475.9125 a.u.
energy above the lowest of the compared OMol25 structures with the same formula, charge and spin: 253.8 kJ/mol
Kohn-Sham gap: 10.16 eV
SMILES: Cn1nc(F)oc1=O
E_LUMO: 0.0202 Ha

Molecular formula: C3H3FN2OS
Method: DFT, the ωB97M-V functional and the def2-TZVPD basis

```
11
C3H3FN2OS the ωB97M-V functional and the def2-TZVPD basis
C -0.99 1.05 -0.09
C -0.32 0.46 -1.20
C 0.57 -0.49 -0.67
H 1.64 -1.85 0.58
H -0.92 1.00 1.97
H -0.18 0.76 -2.29
N 0.49 -0.30 0.77
N -0.63 0.41 1.04
O 0.47 -1.61 1.40
F -1.85 2.03 -0.06
S 1.72 -1.47 -1.46
```

Results
DFT total energy: -798.7240 a.u.
energy above the lowest of the compared OMol25 structures with the same formula, charge and spin: 516.0 kJ/mol
Kohn-Sham gap: 8.43 eV
E_LUMO: -0.0075 Ha

Molecular formula: C3H3FO
Method: DFT, the ωB97M-V functional and the def2-TZVPD basis

```
8
C3H3FO the ωB97M-V functional and the def2-TZVPD basis
C -1.14 0.51 -0.16
C 0.30 0.60 -0.43
C 0.68 -0.56 0.47
O -2.14 0.02 0.16
F 0.48 -1.78 -0.13
H 0.70 0.53 -1.41
H 1.03 1.32 0.04
H 0.10 -0.64 1.45
```

Results
DFT total energy: -291.0483 a.u.
energy above the lowest of the compared OMol25 structures with the same formula, charge and spin: 334.4 kJ/mol
Kohn-Sham gap (spin up / spin down): 7.34 / 7.35 eV
E_LUMO (spin up / spin down): 0.0032 / 0.0034 Ha

Molecular formula: C3H3FO
Method: DFT, the ωB97M-V functional and the def2-TZVPD basis

```
8
C3H3FO the ωB97M-V functional and the def2-TZVPD basis
C 0.34 0.54 1.07
C -1.23 -0.57 -2.24
C -0.45 -0.30 0.48
O -1.26 0.37 -2.90
F -1.46 -0.90 1.13
H 0.31 0.78 2.19
H 1.17 1.05 0.49
H -1.38 -1.75 -2.49
```

Results
DFT total energy: -291.0172 a.u.
energy above the lowest of the compared OMol25 structures with the same formula, charge and spin: 416.1 kJ/mol
Kohn-Sham gap (spin up / spin down): 9.57 / 7.82 eV
E_LUMO (spin up / spin down): -0.0060 / -0.0260 Ha

Molecular formula: C3H3FO2
Method: DFT, the ωB97M-V functional and the def2-TZVPD basis

```
9
C3H3FO2 the ωB97M-V functional and the def2-TZVPD basis
C -1.62 -0.25 0.10
C -0.54 0.50 -0.09
C 0.73 -0.20 -0.05
O 0.98 -1.34 -0.04
O 1.98 0.81 0.03
F 3.14 0.09 -0.05
H -2.62 0.13 0.07
H -1.50 -1.31 0.31
H -0.56 1.56 -0.28
```

Results
DFT total energy: -366.3005 a.u.
energy above the lowest of the compared OMol25 structures with the same formula, charge and spin: 387.5 kJ/mol
Kohn-Sham gap: 10.79 eV
SMILES: C=CC(=O)OF
E_LUMO: -0.0133 Ha

Molecular formula: C3H3FO2
Method: DFT, the ωB97M-V functional and the def2-TZVPD basis

```
9
C3H3FO2 the ωB97M-V functional and the def2-TZVPD basis
C 0.45 -0.19 0.30
C -0.82 -0.38 1.00
C 0.21 0.96 -0.89
H 1.23 -0.01 0.79
H -1.11 -1.41 0.86
H -1.07 1.45 -0.59
O -1.37 0.30 1.87
O 0.82 0.89 -1.96
F 0.70 -1.32 -0.31
```

Results
DFT total energy: -366.3306 a.u.
energy above the lowest of the compared OMol25 structures with the same formula, charge and spin: 308.4 kJ/mol
Kohn-Sham gap: 9.65 eV
E_LUMO: -0.0251 Ha

Molecular formula: C3H3FO2
Method: DFT, the ωB97M-V functional and the def2-TZVPD basis

```
9
C3H3FO2 the ωB97M-V functional and the def2-TZVPD basis
C 1.06 -0.53 0.17
C 0.11 0.59 -0.16
C -1.46 0.41 -0.10
H 1.06 -0.70 1.35
H 0.39 -1.65 -0.34
H -2.30 1.13 -0.49
O 0.49 1.77 0.02
O -1.62 -0.78 -0.12
F 2.28 -0.24 -0.32
```

Results
DFT total energy: -366.3339 a.u.
energy above the lowest of the compared OMol25 structures with the same formula, charge and spin: 299.8 kJ/mol
Kohn-Sham gap: 8.96 eV
E_LUMO: -0.0312 Ha

Molecular formula: C3H3FOPr
Method: DFT, the ωB97M-V functional and the def2-TZVPD basis

```
9
C3H3FOPr the ωB97M-V functional and the def2-TZVPD basis
F 2.03 0.00 -3.47
O 0.90 -0.51 0.39
C -0.98 0.28 0.49
C 0.07 -0.10 1.51
C -0.18 -0.19 -0.50
H 0.25 0.73 2.22
H 0.15 -0.91 2.25
Pr -0.22 -0.02 -3.27
H -2.02 0.73 0.39
```

Results
multiplicity: 4
DFT total energy: -808.0633 a.u.
Kohn-Sham gap (spin up / spin down): 5.59 / 6.23 eV
E_LUMO (spin up / spin down): -0.0419 / -0.0463 Ha

Molecular formula: C3H3FP2
Method: DFT, the ωB97M-V functional and the def2-TZVPD basis

```
9
C3H3FP2 the ωB97M-V functional and the def2-TZVPD basis
F -1.77 1.93 -0.04
C -0.96 0.90 0.04
C -1.11 -0.16 0.77
P 0.12 -1.58 0.86
P 2.15 -0.98 1.69
C 1.60 -0.97 0.01
H -0.04 0.97 -0.43
H -1.96 -0.43 1.40
H 2.06 -0.94 -0.94
```

Results
DFT total energy: -898.5759 a.u.
energy above the lowest of the compared OMol25 structures with the same formula, charge and spin: 95.9 kJ/mol
Kohn-Sham gap: 7.87 eV
SMILES: F/C=C/P1#P=C1
E_LUMO: -0.0236 Ha

Molecular formula: C3H3FS2
Method: DFT, the ωB97M-V functional and the def2-TZVPD basis

```
9
C3H3FS2 the ωB97M-V functional and the def2-TZVPD basis
F -0.76 -0.48 1.52
C 0.48 -0.50 0.99
C 0.46 0.43 -0.37
S 1.45 1.51 -0.99
C -0.86 0.28 -1.05
S -1.56 -1.21 -1.42
H 1.23 0.08 1.72
H 0.92 -1.54 0.86
H -1.36 1.44 -1.26
```

Results
DFT total energy: -1012.2470 a.u.
energy above the lowest of the compared OMol25 structures with the same formula, charge and spin: 179.3 kJ/mol
Kohn-Sham gap: 7.40 eV
SMILES: FCC(=S)C=S
E_LUMO: -0.0629 Ha

Molecular formula: C3H3FeO3
Method: DFT, the ωB97M-V functional and the def2-TZVPD basis

```
10
C3H3FeO3 the ωB97M-V functional and the def2-TZVPD basis
H -1.68 -2.81 0.02
O -1.19 0.13 -1.74
C -0.40 1.10 -1.41
C 0.58 0.95 -0.45
O 0.68 -0.42 0.10
C 0.95 0.54 1.06
O 1.55 -0.05 2.07
Fe -0.99 -1.39 -0.54
H -0.47 2.05 -1.95
H 0.96 -0.10 2.83
```

Results
multiplicity: 7
net charge: +1
DFT total energy: -1604.9494 a.u.
energy above the lowest of the compared OMol25 structures with the same formula, charge and spin: 516.0 kJ/mol
Kohn-Sham gap (spin up / spin down): 8.03 / 6.73 eV
E_LUMO (spin up / spin down): -0.2190 / -0.2935 Ha

Molecular formula: C3H3GdLiO4
Method: DFT, the ωB97M-V functional and the def2-TZVPD basis

```
12
C3H3GdLiO4 the ωB97M-V functional and the def2-TZVPD basis
O -1.97 -1.18 0.86
O 1.84 -1.41 -0.64
C 1.36 -0.60 0.18
C -1.35 0.90 -0.19
O 0.37 -0.94 0.95
O 1.69 0.63 -0.01
C -1.07 -0.56 0.16
H -2.03 1.03 -1.04
H -0.95 -0.98 -0.86
H -1.88 0.97 0.89
Li 3.53 -0.19 0.00
Gd 0.47 2.32 -0.32
```

Results
multiplicity: 9
net charge: +2
DFT total energy: -1189.4574 a.u.
energy above the lowest of the compared OMol25 structures with the same formula, charge and spin: 408.0 kJ/mol
Kohn-Sham gap (spin up / spin down): 5.69 / 5.56 eV
E_LUMO (spin up / spin down): -0.4096 / -0.4685 Ha

Molecular formula: C3H3I2N
Method: DFT, the ωB97M-V functional and the def2-TZVPD basis

```
9
C3H3I2N the ωB97M-V functional and the def2-TZVPD basis
C -0.32 -1.69 -0.06
C -0.43 0.84 -0.26
C -0.15 -0.44 0.41
N -0.44 -2.82 -0.27
I -2.56 1.11 -0.01
I 3.71 0.93 0.05
H 0.04 1.64 0.21
H -0.28 0.90 -1.41
H 0.41 -0.47 1.33
```

Results
DFT total energy: -766.1555 a.u.
energy above the lowest of the compared OMol25 structures with the same formula, charge and spin: 185.6 kJ/mol
Kohn-Sham gap (spin up / spin down): 8.20 / 5.26 eV
E_LUMO (spin up / spin down): -0.0638 / -0.1362 Ha

Molecular formula: C3H3I2NO
Method: DFT, the ωB97M-V functional and the def2-TZVPD basis

```
10
C3H3I2NO the ωB97M-V functional and the def2-TZVPD basis
C -2.05 -1.06 0.49
C -0.80 -0.89 0.12
I -0.35 -0.36 -1.95
N 0.26 -0.92 1.03
C 1.41 -0.75 1.38
O 2.45 -0.64 1.85
H -2.92 -0.85 -0.24
H -2.41 -1.35 1.39
I 1.46 3.09 -1.93
H 2.96 3.73 -2.14
```

Results
DFT total energy: -841.4490 a.u.
energy above the lowest of the compared OMol25 structures with the same formula, charge and spin: 78.8 kJ/mol
Kohn-Sham gap: 9.25 eV
SMILES: C=C(I)N=C=O.I
E_LUMO: -0.0032 Ha

Molecular formula: C3H3I3NO4S2
Method: DFT, the ωB97M-V functional and the def2-TZVPD basis

```
16
C3H3I3NO4S2 the ωB97M-V functional and the def2-TZVPD basis
C -2.39 -0.60 -1.40
C -1.28 -1.46 -0.55
I -1.35 -3.69 -0.72
C -0.24 -0.84 0.37
I 1.07 -2.26 1.41
S -0.19 1.04 0.55
O -1.60 1.42 1.15
O -0.15 1.79 -0.84
N 0.98 1.62 1.70
S 2.62 1.21 1.30
O 3.17 0.32 2.49
O 3.45 2.54 1.40
I 3.01 0.30 -0.90
H -1.89 0.25 -2.03
H -3.27 -0.16 -0.72
H -2.89 -1.35 -2.20
```

Results
net charge: -1
DFT total energy: -2161.1366 a.u.
Kohn-Sham gap: 7.70 eV
E_LUMO: 0.0581 Ha

Molecular formula: C3H3IN2O
Method: DFT, the ωB97M-V functional and the def2-TZVPD basis

```
10
C3H3IN2O the ωB97M-V functional and the def2-TZVPD basis
O 0.84 0.01 1.81
N 0.28 -0.05 0.55
C -0.40 0.93 -0.10
C -0.75 0.38 -1.30
N -0.30 -0.89 -1.38
C 0.31 -1.12 -0.26
I 1.24 -2.88 0.30
H 0.67 0.89 2.17
H -0.57 1.90 0.33
H -1.30 0.82 -2.12
```

Results
DFT total energy: -598.4873 a.u.
energy above the lowest of the compared OMol25 structures with the same formula, charge and spin: 128.0 kJ/mol
Kohn-Sham gap: 9.15 eV
SMILES: On1ccnc1I
E_LUMO: 0.0156 Ha

Molecular formula: C3H3IN2O
Method: DFT, the ωB97M-V functional and the def2-TZVPD basis

```
10
C3H3IN2O the ωB97M-V functional and the def2-TZVPD basis
C 0.50 1.48 -0.23
C -0.78 -0.54 -0.57
C 0.07 0.24 0.32
N 0.87 2.46 -0.67
N -1.35 -1.54 -0.14
O -0.08 0.15 1.66
I 2.58 -0.71 -0.05
H -0.65 -0.05 -1.54
H -1.67 -2.17 -0.86
H 0.51 0.67 2.09
```

Results
multiplicity: 3
DFT total energy: -598.4247 a.u.
energy above the lowest of the compared OMol25 structures with the same formula, charge and spin: 0.0 kJ/mol
Kohn-Sham gap (spin up / spin down): 8.59 / 6.49 eV
E_LUMO (spin up / spin down): 0.0201 / -0.1353 Ha

Molecular formula: C3H3IO
Method: DFT, the ωB97M-V functional and the def2-TZVPD basis

```
8
C3H3IO the ωB97M-V functional and the def2-TZVPD basis
C -0.59 -1.56 -0.90
C 0.43 1.63 -0.02
C -0.86 -0.44 -0.25
O -0.48 2.35 0.11
I -2.68 0.38 0.25
H -1.50 -2.18 -1.42
H 0.36 -2.07 -1.09
H 1.46 1.82 -0.04
```

Results
DFT total energy: -488.8663 a.u.
energy above the lowest of the compared OMol25 structures with the same formula, charge and spin: 330.1 kJ/mol
Kohn-Sham gap (spin up / spin down): 8.06 / 7.98 eV
E_LUMO (spin up / spin down): -0.0087 / -0.0115 Ha

Molecular formula: C3H3IO2S
Method: DFT, the ωB97M-V functional and the def2-TZVPD basis

```
10
C3H3IO2S the ωB97M-V functional and the def2-TZVPD basis
C -1.33 -1.85 0.48
C 1.46 0.23 0.60
C -0.19 1.12 -1.36
O -1.66 -1.91 1.57
O -0.96 -1.68 -0.58
S 1.17 0.22 -0.98
I -1.31 2.26 0.02
H 0.73 0.63 1.33
H 2.01 -0.74 1.07
H 0.07 1.71 -2.15
```

Results
DFT total energy: -962.3902 a.u.
energy above the lowest of the compared OMol25 structures with the same formula, charge and spin: 227.9 kJ/mol
Kohn-Sham gap (spin up / spin down): 7.75 / 7.75 eV
E_LUMO (spin up / spin down): -0.0142 / -0.0142 Ha